1.
Here is a cluster of 7 separate species, C31H64O24S6 in total in a non-equilibrium geometry from the Open Molecules 2025 dataset. Energies are from ωB97M-V/def2-TZVPD.

The spin multiplicity is 1. The value obtained for the HOMO-LUMO gap is 9.43 eV. The SMILES is CC(=O)OCCCOC(=O)OCOc1ccccc1.CCOS(C)(=O)=O.CCOS(C)(=O)=O.CCOS(C)(=O)=O.CCOS(C)(=O)=O.CCOS(C)(=O)=O.CCOS(C)(=O)=O. Its calculated total energy is -5414.3946 Eh. For the molar mass, the calculation gives 1013.231 Da.

Atoms and positions in Å:
C  -1.183  6.088  1.526
C  -2.144  6.706  0.483
O  -1.663  7.111  -0.550
O  -3.480  6.728  0.750
C  -4.171  7.706  -0.029
C  -4.780  7.130  -1.324
C  -5.251  5.679  -1.169
O  -4.200  4.753  -1.476
C  -4.141  3.678  -0.632
O  -3.995  3.814  0.555
O  -4.214  2.455  -1.224
C  -3.157  2.387  -2.196
O  -3.009  1.056  -2.651
C  -1.729  0.895  -3.167
C  -0.980  -0.188  -2.766
C  0.301  -0.332  -3.254
C  0.867  0.577  -4.111
C  0.114  1.661  -4.530
C  -1.167  1.800  -4.045
H  -1.710  5.547  2.316
H  -0.531  5.389  0.994
H  -0.524  6.857  1.939
H  -4.990  8.078  0.600
H  -3.543  8.576  -0.251
H  -5.629  7.777  -1.578
H  -4.049  7.234  -2.132
H  -5.733  5.514  -0.202
H  -6.030  5.539  -1.933
H  -2.221  2.695  -1.709
H  -3.427  3.023  -3.044
H  -1.372  -0.919  -2.065
H  0.917  -1.188  -2.952
H  1.886  0.481  -4.473
H  0.504  2.421  -5.201
H  -1.748  2.662  -4.363
C  5.886  -1.562  -1.467
C  6.021  -2.992  -1.952
O  4.893  -3.800  -1.565
S  3.541  -3.641  -2.390
C  2.734  -5.070  -1.766
O  3.821  -3.827  -3.786
O  2.849  -2.475  -1.928
H  5.071  -1.049  -1.977
H  6.807  -1.009  -1.658
H  5.668  -1.536  -0.399
H  6.164  -3.031  -3.033
H  6.897  -3.449  -1.493
H  3.290  -5.951  -2.081
H  1.728  -5.092  -2.181
H  2.688  -5.007  -0.682
C  -4.017  5.877  4.112
C  -3.151  6.408  5.237
O  -3.374  7.812  5.477
S  -4.683  8.239  6.274
C  -4.212  9.906  6.591
O  -4.730  7.517  7.510
O  -5.798  8.237  5.379
H  -5.069  5.879  4.395
H  -3.742  4.852  3.857
H  -3.910  6.495  3.221
H  -3.302  5.839  6.156
H  -2.100  6.310  4.967
H  -3.337  9.908  7.235
H  -5.048  10.394  7.087
H  -4.001  10.396  5.644
C  0.014  -10.693  -3.300
C  1.353  -10.886  -3.986
O  1.726  -9.743  -4.777
S  2.292  -8.459  -4.021
C  2.917  -7.620  -5.437
O  3.390  -8.856  -3.191
O  1.194  -7.708  -3.493
H  0.071  -9.917  -2.537
H  -0.303  -11.619  -2.819
H  -0.746  -10.386  -4.019
H  2.138  -11.119  -3.264
H  1.291  -11.725  -4.677
H  3.720  -8.211  -5.869
H  3.293  -6.653  -5.105
H  2.107  -7.483  -6.148
C  9.640  -0.399  -7.490
C  8.383  0.004  -6.743
O  7.221  -0.697  -7.221
S  7.017  -2.211  -6.762
C  5.342  -2.375  -7.281
O  7.072  -2.273  -5.334
O  7.837  -3.058  -7.571
H  9.912  -1.432  -7.275
H  10.475  0.240  -7.200
H  9.488  -0.321  -8.567
H  8.498  -0.143  -5.667
H  8.186  1.062  -6.905
H  4.725  -1.698  -6.697
H  5.044  -3.406  -7.103
H  5.281  -2.145  -8.342
C  6.194  -7.919  1.617
C  4.752  -8.340  1.412
O  3.910  -7.946  2.514
S  3.460  -6.421  2.604
C  2.205  -6.633  3.821
O  2.856  -6.047  1.361
O  4.524  -5.652  3.168
H  6.296  -6.834  1.583
H  6.827  -8.343  0.837
H  6.557  -8.249  2.591
H  4.354  -7.949  0.474
H  4.693  -9.426  1.360
H  1.417  -7.257  3.408
H  1.817  -5.647  4.067
H  2.646  -7.092  4.702
C  -6.838  6.139  9.256
C  -8.073  5.842  8.430
O  -8.208  4.437  8.137
S  -8.744  3.477  9.288
C  -9.062  2.075  8.269
O  -9.984  3.993  9.782
O  -7.668  3.166  10.176
H  -6.925  5.721  10.260
H  -6.691  7.214  9.347
H  -5.955  5.698  8.797
H  -8.975  6.214  8.919
H  -7.995  6.347  7.468
H  -9.848  2.326  7.562
H  -9.382  1.264  8.919
H  -8.145  1.802  7.753

***

2.
Here is a structure of composition C36H31Br3FeN6O4PS2 in a non-equilibrium geometry from the Open Molecules 2025 dataset. Energies are from ωB97M-V/def2-TZVPD.

The expectation value of S² is 6.012. As for the net charge: -1. As for the relative energy (zero: lowest compared OMol25 entry of this formula, charge and spin): 0.000 eV. The spin multiplicity is 5. The value obtained for the HOMO-LUMO gap (alpha / beta) is 6.81 / 6.66 eV. Its calculated total energy is -12143.7185 Eh. For the molar mass, the calculation gives 1002.347 Da.

Atoms and positions in Å:
Fe  0.551  1.183  0.260
Br  -2.046  -4.156  -3.709
C  -0.228  -4.354  -3.162
C  0.672  -3.330  -3.420
C  1.992  -3.479  -3.027
C  2.407  -4.648  -2.383
C  1.495  -5.674  -2.180
C  0.166  -5.527  -2.550
N  3.781  -4.927  -2.082
N  4.530  -4.095  -1.532
C  4.042  -2.898  -0.971
C  4.803  -1.766  -1.215
C  4.358  -0.481  -0.937
C  3.088  -0.268  -0.369
O  2.569  0.865  -0.172
C  2.359  -1.465  0.042
N  1.226  -1.223  0.728
C  0.575  -2.231  1.255
C  1.014  -3.560  1.132
C  2.134  -3.825  0.391
C  2.840  -2.762  -0.212
H  0.354  -2.425  -3.924
H  2.695  -2.677  -3.213
H  1.840  -6.594  -1.726
H  -0.546  -6.323  -2.377
H  5.755  -1.911  -1.715
H  4.956  0.383  -1.192
H  -0.330  -1.994  1.806
H  0.465  -4.355  1.619
H  2.495  -4.839  0.282
C  -0.022  4.660  5.351
C  0.004  4.322  3.878
O  1.296  3.799  3.562
P  1.445  2.838  2.283
S  0.159  1.372  2.609
S  1.113  3.667  0.554
O  3.005  2.502  2.429
C  3.564  1.266  2.870
C  4.406  1.510  4.104
H  -1.021  4.989  5.643
H  0.687  5.456  5.581
H  0.241  3.783  5.943
H  -0.173  5.207  3.262
H  -0.767  3.587  3.638
H  4.164  0.882  2.043
H  2.771  0.543  3.068
H  5.260  2.148  3.875
H  4.777  0.562  4.498
H  3.809  2.000  4.874
C  -2.755  3.562  1.116
C  -2.790  3.216  -0.344
C  -3.885  3.607  -1.148
C  -3.881  3.318  -2.479
C  -2.782  2.632  -3.046
C  -2.671  2.281  -4.412
Br  -4.047  2.744  -5.648
C  -1.580  1.599  -4.869
C  -0.554  1.243  -3.990
Br  0.927  0.272  -4.669
C  -0.552  1.559  -2.624
O  0.378  1.222  -1.839
C  -1.735  2.273  -2.164
N  -1.768  2.565  -0.841
H  -3.731  3.417  1.584
H  -2.471  4.611  1.243
H  -2.010  2.950  1.614
H  -4.720  4.128  -0.696
H  -4.711  3.603  -3.112
H  -1.502  1.326  -5.912
N  -2.290  -1.881  -1.195
C  -1.237  -1.033  -1.098
N  -1.310  -0.234  -0.071
C  -2.497  -0.568  0.567
C  -3.077  -0.058  1.727
C  -4.280  -0.599  2.137
C  -4.906  -1.629  1.418
C  -4.341  -2.154  0.272
C  -3.128  -1.607  -0.134
H  -2.400  -2.587  -1.907
H  -0.416  -1.041  -1.800
H  -2.581  0.725  2.285
H  -4.753  -0.224  3.036
H  -5.851  -2.022  1.771
H  -4.820  -2.951  -0.282

***

3.
Here is the molecule C20H25N5OS in a non-equilibrium geometry from the Open Molecules 2025 dataset. Energies are from ωB97M-V/def2-TZVPD.

As for the relative energy (zero: lowest compared OMol25 entry of this formula, charge and spin): 1.740 eV. The spin multiplicity is 1. The value obtained for the HOMO-LUMO gap is 7.81 eV. The SMILES is Cc1ccc(-n2nc3c(SCCN4CCOCC4)nnc(C)c3c2C)cc1. Its calculated total energy is -1524.2722 Eh. For the molar mass, the calculation gives 383.521 Da.

Atoms and positions in Å:
C  -5.299  -3.994  -0.304
C  -4.444  -2.767  -0.255
C  -3.616  -2.448  -1.328
C  -2.831  -1.314  -1.305
C  -2.863  -0.471  -0.199
N  -2.041  0.669  -0.200
N  -0.801  0.545  -0.680
C  -0.250  1.749  -0.571
C  1.024  2.266  -0.931
S  2.286  1.367  -1.747
C  1.948  -0.358  -1.244
C  2.353  -0.653  0.208
N  3.740  -0.954  0.464
C  4.672  0.116  0.155
C  6.035  -0.249  0.745
O  6.507  -1.475  0.232
C  5.588  -2.507  0.495
C  4.216  -2.199  -0.109
N  1.306  3.527  -0.728
N  0.448  4.370  -0.186
C  -0.758  4.018  0.169
C  -1.634  5.077  0.753
C  -1.185  2.677  -0.010
C  -2.341  1.923  0.207
C  -3.679  2.342  0.694
C  -3.665  -0.789  0.889
C  -4.451  -1.927  0.850
H  -5.814  -4.151  0.640
H  -6.044  -3.902  -1.094
H  -4.692  -4.872  -0.522
H  -3.590  -3.097  -2.190
H  -2.185  -1.067  -2.133
H  2.512  -0.972  -1.944
H  0.883  -0.530  -1.379
H  2.083  0.205  0.832
H  1.768  -1.513  0.551
H  4.313  1.044  0.602
H  4.784  0.267  -0.931
H  6.783  0.500  0.483
H  5.948  -0.316  1.840
H  6.010  -3.413  0.055
H  5.478  -2.642  1.581
H  3.516  -2.999  0.140
H  4.323  -2.145  -1.206
H  -1.045  5.977  0.901
H  -2.457  5.303  0.075
H  -2.051  4.750  1.704
H  -4.450  1.665  0.331
H  -3.897  3.347  0.341
H  -3.713  2.357  1.784
H  -3.657  -0.170  1.773
H  -5.072  -2.167  1.700

***

4.
Here is a cluster of 2 separate species, C4H12NOS in total in a non-equilibrium geometry from the Open Molecules 2025 dataset. Energies are from ωB97M-V/def2-TZVPD.

As for the net charge: -1. As for the relative energy (zero: lowest compared OMol25 entry of this formula, charge and spin): 0.436 eV. The spin multiplicity is 1. The value obtained for the HOMO-LUMO gap is 6.29 eV. Its calculated total energy is -687.8120 Eh. For the molar mass, the calculation gives 122.213 Da.

Atoms and positions in Å:
C  2.325  -0.182  -0.307
N  1.351  0.934  -0.289
C  -0.027  0.395  -0.039
C  -1.080  1.384  -0.569
S  -2.758  0.650  -0.723
C  -0.251  0.151  1.429
H  2.026  -1.000  0.356
H  2.276  -0.593  -1.319
H  3.314  0.183  -0.042
H  1.571  1.554  0.479
H  -0.144  -0.483  -0.678
H  -1.146  2.203  0.156
H  -0.730  1.719  -1.545
H  0.262  -0.707  1.880
H  -1.301  -0.151  1.564
H  -0.107  1.024  2.068
H  -2.370  -1.789  -0.899
H  -1.180  -2.582  -0.573
O  -2.029  -2.709  -0.949